A cluster of 3 separate species, C25H46ClIO10 in total, computed with ωB97M-V/def2-TZVPD.

The HOMO energy comes out at -9.19 eV. The SMILES is C#CC[C@@](Cl)(CCCCOC=O)OC(=O)C[C@@H](C)I.COCCOCCOC.COCCOCCOC. The value obtained for the LUMO energy is 0.15 eV. As for the total charge: 0.

Bonds (Å) are listed after each position.
Cartesian coordinates (Å):
1 H 3.6449 -2.4469 -0.9488  C26 1.095
2 C -2.3404 3.1084 -1.0874  H10 1.167, H14 1.160, C63 1.613, C77 1.644
3 H 2.1566 1.9377 2.7013  C56 1.095
4 H 4.1757 1.6850 0.5977  C32 1.092
5 O 0.8834 6.4876 1.0011  C18 1.468, C59 1.435
6 C -5.1246 5.4023 1.7630  C17 1.645, H24 1.170, H57 1.149, H68 1.164
7 H 4.1797 2.8591 3.2245  C39 1.095
8 C 1.3691 -8.1339 -1.4948  O16 1.426, H31 1.096, C42 1.527, H64 1.095
9 O 2.2012 1.1094 0.2290  C32 1.431, C71 1.432
10 H -2.9483 3.1585 -2.0828  C2 1.167
11 H 3.4044 -0.2903 -1.6275  C80 1.098
12 H -7.7118 2.8422 1.1530  C82 1.159
13 C 2.2139 -5.2005 -2.0313  C23 1.526, H46 1.091, O50 1.431, H58 1.095
14 H -1.3158 2.6108 -1.3053  C2 1.160
15 H -1.1804 -2.8969 -1.6066  C65 1.094
16 O 0.6818 -7.7738 -2.6910  C8 1.426, C41 1.415
17 C -6.4389 4.7279 1.0396  C6 1.645, I35 2.200, H70 1.169, C82 1.610
18 C 0.0365 6.0864 -0.1292  O5 1.468, H29 1.151, H48 1.167, C54 1.619
19 H 5.0297 0.4405 -1.4989  C80 1.095
20 H -2.0542 -4.3881 -1.1777  C65 1.092
21 O -0.1451 -4.6745 -1.8415  C23 1.425, C65 1.417
22 C -2.1956 -0.0969 0.7869  C44 1.632, C53 1.328
23 C 1.1653 -4.1160 -1.8017  C13 1.526, O21 1.425, H73 1.098, H81 1.095
24 H -5.4938 5.9567 2.7246  C6 1.170
25 H 1.6989 -7.3246 0.4534  C42 1.095
26 C 4.6242 -2.1516 -0.5588  H1 1.095, H40 1.095, O60 1.416, H61 1.092
27 O 3.9299 0.8517 2.7828  C39 1.416, C56 1.426
28 C -5.5555 2.1761 0.6439  O34 1.437, O72 1.294, C82 1.608
29 H 0.7325 5.8408 -1.0125  C18 1.151
30 H 3.4725 2.1538 -0.9395  C32 1.095
31 H 0.8110 -8.9536 -1.0275  C8 1.096
32 C 3.5424 1.3330 -0.2187  H4 1.092, O9 1.431, H30 1.095, C80 1.525
33 H 0.9820 0.0536 1.4425  C71 1.095
34 O -4.6377 2.5144 -0.4092  C28 1.437, C77 1.450
35 I -6.6027 5.2553 -1.0903  C17 2.200
36 H -3.1033 4.9945 -0.0125  C63 1.149
37 H -2.0321 5.2972 -1.4923  C63 1.154
38 O 2.1459 5.2835 2.6222  C59 1.283
39 C 4.4374 1.8721 3.6227  H7 1.095, O27 1.416, H43 1.094, H66 1.092
40 H 5.3763 -2.1829 -1.3534  C26 1.095
41 C 1.0581 -8.5817 -3.7900  O16 1.415, H67 1.094, H69 1.092, H74 1.095
42 C 1.4293 -6.9453 -0.5373  C8 1.527, H25 1.095, O50 1.431, H76 1.091
43 H 4.0493 1.7609 4.6399  C39 1.094
44 C -2.8582 0.6271 -0.5169  C22 1.632, H51 1.152, H62 1.149, C77 1.655
45 H 2.5416 -0.7125 1.1959  C71 1.091
46 H 1.9810 -5.8207 -2.8988  C13 1.091
47 H 2.0916 0.3499 3.5202  C56 1.096
48 H -0.6373 6.9969 -0.4091  C18 1.167
49 H -0.2319 3.7914 0.2110  C54 1.169
50 O 2.4549 -6.0054 -0.8724  C13 1.431, C42 1.431
51 H -2.0659 0.5923 -1.3521  C44 1.152
52 H 1.9475 4.5265 0.6744  C59 1.166
53 C -1.5389 -0.8058 1.6971  C22 1.328, H79 1.161
54 C -0.8194 4.7942 0.3387  C18 1.619, H49 1.169, C63 1.630, H83 1.168
55 Cl -2.7832 2.3742 1.6667  C77 1.839
56 C 2.5097 0.9016 2.6700  H3 1.095, O27 1.426, H47 1.096, C71 1.527
57 H -4.3606 4.6234 2.1239  C6 1.149
58 H 3.1683 -4.7086 -2.2436  C13 1.095
59 C 1.6822 5.3749 1.4290  O5 1.435, O38 1.283, H52 1.166
60 O 4.5591 -0.8557 0.0095  C26 1.416, C80 1.425
61 H 4.9059 -2.8556 0.2269  C26 1.092
62 H -3.7706 0.0030 -0.8308  C44 1.149
63 C -2.1656 4.6244 -0.5640  C2 1.613, H36 1.149, H37 1.154, C54 1.630
64 H 2.3862 -8.4705 -1.7208  C8 1.095
65 C -1.0871 -3.8824 -1.1399  H15 1.094, H20 1.092, O21 1.417, H75 1.094
66 H 5.5257 1.7865 3.6448  C39 1.092
67 H 0.8062 -9.6297 -3.6006  C41 1.094
68 H -4.6599 6.2391 1.0999  C6 1.164
69 H 0.5119 -8.2369 -4.6702  C41 1.092
70 H -7.3463 5.2619 1.5472  C17 1.169
71 C 2.0561 0.2502 1.3650  O9 1.432, H33 1.095, H45 1.091, C56 1.527
72 O -5.5854 0.9453 1.0415  C28 1.294
73 H 1.3487 -3.6326 -0.8334  C23 1.098
74 H 2.1299 -8.4796 -3.9906  C41 1.095
75 H -0.7942 -3.7804 -0.0903  C65 1.094
76 H 0.4610 -6.4527 -0.4341  C42 1.091
77 C -3.2630 2.1755 -0.0969  C2 1.644, O34 1.450, C44 1.655, Cl55 1.839
78 H -6.4611 3.0266 2.5020  C82 1.168
79 H -0.8435 -1.4787 2.3382  C53 1.161
80 C 4.1454 0.1284 -0.9344  H11 1.098, H19 1.095, C32 1.525, O60 1.425
81 H 1.2310 -3.3658 -2.5963  C23 1.095
82 C -6.6147 3.1580 1.3512  H12 1.159, C17 1.610, C28 1.608, H78 1.168
83 H -1.0951 4.9419 1.4638  C54 1.168